Entry from OMol25: C34H30KN2O5PS2 as an isolated structure in a non-equilibrium geometry (ωB97M-V with the def2-TZVPD basis set).

Atoms and positions in Å:
1 K -0.10 -0.82 -2.07
2 C 6.94 4.50 -0.04
3 C 5.83 3.52 -0.30
4 C 6.07 2.35 -1.03
5 C 5.05 1.44 -1.27
6 C 3.78 1.68 -0.78
7 C 3.52 2.84 -0.06
8 C 4.55 3.75 0.18
9 S 2.47 0.50 -1.13
10 O 2.95 -0.78 -0.64
11 O 1.32 1.04 -0.39
12 N 2.28 0.44 -2.66
13 C 1.83 1.68 -3.29
14 C 0.40 2.18 -3.01
15 O 0.23 3.38 -2.79
16 O -0.52 1.29 -3.10
17 H 7.86 4.21 -0.54
18 H 7.15 4.58 1.03
19 H 6.67 5.50 -0.39
20 H 7.06 2.16 -1.42
21 H 5.23 0.54 -1.85
22 H 2.52 3.01 0.30
23 H 4.34 4.65 0.74
24 H 1.86 1.49 -4.37
25 H 2.51 2.52 -3.10
26 O -3.09 1.43 -2.67
27 N -3.04 0.84 -1.45
28 C -4.13 0.33 -1.06
29 C -4.22 -0.36 0.24
30 C -5.48 -0.85 0.59
31 C -5.69 -1.53 1.78
32 C -4.62 -1.72 2.64
33 C -3.37 -1.23 2.31
34 C -3.13 -0.55 1.11
35 P -1.43 0.05 0.65
36 C -1.62 1.82 1.12
37 C -1.10 2.78 0.26
38 C -1.24 4.13 0.55
39 C -1.90 4.53 1.71
40 C -2.43 3.58 2.57
41 C -2.30 2.23 2.27
42 C -0.45 -0.63 2.05
43 C -0.20 -2.01 1.99
44 C 0.62 -2.62 2.93
45 C 1.23 -1.86 3.92
46 C 1.01 -0.49 3.97
47 C 0.18 0.12 3.04
48 H -2.11 1.57 -2.88
49 H -5.02 0.37 -1.68
50 H -6.30 -0.71 -0.10
51 H -6.67 -1.91 2.02
52 H -4.76 -2.25 3.58
53 H -2.55 -1.39 2.99
54 H -0.60 2.48 -0.64
55 H -0.84 4.85 -0.14
56 H -2.02 5.58 1.93
57 H -2.96 3.88 3.46
58 H -2.72 1.48 2.94
59 H -0.66 -2.59 1.20
60 H 0.79 -3.69 2.86
61 H 1.88 -2.34 4.64
62 H 1.50 0.11 4.73
63 H 0.03 1.19 3.08
64 S -2.20 -3.19 -1.65
65 C -1.54 -4.77 -1.96
66 C -1.69 -5.40 -3.21
67 C -1.18 -6.66 -3.46
68 C -0.49 -7.36 -2.47
69 C -0.33 -6.76 -1.23
70 C -0.84 -5.50 -0.98
71 H -2.22 -4.87 -3.99
72 H -1.31 -7.11 -4.44
73 H -0.08 -8.35 -2.67
74 H 0.21 -7.28 -0.44
75 H -0.71 -5.04 -0.01

**Charge**: -2
**ΔE to the lowest compared entry with this formula, charge and spin**: 0.0 kcal/mol
**E_LUMO**: 4.13 eV
**Multiplicity**: 1
**DFT total energy**: -96249.414 eV
**Kohn-Sham gap**: 5.78 eV